39
Properties=species:S:1:pos:R:3:nbo_charge:R:1 method="wB97M-V/def2-TZVPD" energy_ev=-23909.2043 homo_energy_ev=-13.2 e_above_lowest_ev=1.0025 lumo_ev=-2.47 homo_lumo_gap_ev=10.725 charge=+1
O -0.205 -1.194 1.259 -0.725
C 0.519 -0.232 0.920 0.701
N 1.353 0.265 1.815 -0.556
C 2.123 1.493 1.649 -0.434
C 0.500 0.161 -0.541 -0.352
N -0.274 -0.850 -1.282 -0.525
C 0.420 -1.653 -2.334 -0.410
H 1.574 -0.314 2.609 0.428
H 1.418 2.323 1.614 0.209
H 2.858 1.735 2.406 0.241
H 2.618 1.459 0.685 0.219
H -0.043 1.081 -0.675 0.268
H 1.491 0.337 -0.937 0.282
H -1.162 -0.459 -1.622 0.464
H -0.666 -1.484 -0.564 0.466
H -0.235 -2.494 -2.544 0.241
H 1.236 -2.142 -1.827 0.229
H 0.733 -0.972 -3.113 0.232
H -0.873 4.180 -1.492 0.495
H -1.350 3.435 -0.249 0.511
O -1.160 3.309 -1.197 -0.997
H -2.721 3.637 1.557 0.478
H -2.212 2.228 1.946 0.512
O -1.921 3.108 1.620 -0.987
H -1.056 -2.942 0.881 0.490
H -0.678 -4.425 0.974 0.486
O -0.905 -3.732 0.346 -0.972
H -3.650 0.286 1.167 0.485
H -2.892 1.146 0.183 0.492
O -2.775 0.661 1.010 -0.969
H 3.057 -1.493 0.389 0.500
H 4.326 -1.043 -0.382 0.481
O 3.410 -0.796 -0.215 -1.007
H -3.092 0.885 -2.587 0.497
H -2.272 2.002 -1.798 0.523
O -2.555 1.071 -1.811 -1.017
H 1.020 -2.624 1.151 0.515
H 2.099 -3.274 0.125 0.491
O 1.942 -2.678 0.861 -0.988